# 1
The following is a DFT calculation (ωB97M-V with the def2-TZVPD basis set) of a cluster of 12 separate species, C47H113O23P in total.

The calculation puts the LUMO energy at 0.624 eV. The calculation puts the total energy at -106940.6602 eV. Its energy relative to the best compared isomer or geometry (same formula, charge and spin) is 63.3 kcal/mol. The highest occupied orbital energy comes out at -8.870 eV. The maximum force is 0.0919 Eh/bohr. The gap between HOMO and LUMO comes out at 0.3489 hartree.

Positions of all 184 atoms, in Å:
C: 4.173 5.813 -28.692
O: 3.039 5.003 -28.815
P: 2.480 4.086 -27.640
O: 3.453 3.157 -27.022
O: 1.772 5.132 -26.645
C: 0.863 6.134 -27.063
O: 1.207 3.347 -28.370
C: 0.399 2.461 -27.736
H: 4.815 5.754 -29.571
H: 4.730 5.708 -27.761
H: 3.872 6.860 -28.668
H: 0.582 5.992 -28.107
H: 1.225 7.158 -26.970
H: -0.073 6.024 -26.517
H: 0.618 1.442 -28.054
H: -0.656 2.646 -27.938
H: 0.669 2.436 -26.681
C: 1.279 10.806 -25.971
O: 1.533 9.694 -26.818
C: 1.463 10.090 -28.207
C: 1.402 8.902 -29.251
O: 0.099 8.191 -29.266
C: -0.918 8.930 -29.883
H: 1.447 10.441 -24.958
H: 0.260 11.190 -25.920
H: 1.955 11.612 -26.257
H: 2.350 10.708 -28.338
H: 0.617 10.760 -28.363
H: 2.194 8.186 -29.034
H: 1.619 9.192 -30.280
H: -0.715 10.000 -29.932
H: -1.840 8.851 -29.307
H: -1.203 8.648 -30.897
C: -2.272 4.797 -24.432
O: -0.905 5.139 -24.160
C: -0.266 4.015 -23.584
C: 1.190 4.420 -23.178
O: 1.794 3.209 -22.779
C: 3.162 3.230 -22.564
H: -2.701 4.453 -23.491
H: -2.318 3.990 -25.164
H: -2.798 5.680 -24.795
H: -0.300 3.301 -24.406
H: -0.842 3.647 -22.735
H: 1.263 5.194 -22.413
H: 1.684 4.835 -24.056
H: 3.475 4.040 -21.906
H: 3.637 3.431 -23.525
H: 3.528 2.309 -22.109
C: 4.498 0.263 -24.656
O: 4.489 -0.734 -25.611
C: 4.384 -0.213 -26.908
C: 4.438 -1.477 -27.893
O: 3.259 -2.251 -27.676
C: 3.377 -3.552 -28.283
H: 5.428 0.817 -24.787
H: 4.503 -0.096 -23.627
H: 3.584 0.832 -24.823
H: 5.255 0.402 -27.136
H: 3.452 0.341 -27.020
H: 5.352 -2.055 -27.755
H: 4.355 -1.116 -28.918
H: 3.970 -4.192 -27.629
H: 3.930 -3.575 -29.222
H: 2.502 -4.196 -28.378
C: 2.640 12.472 -22.173
O: 2.789 11.184 -22.784
C: 3.526 10.230 -22.014
C: 3.717 9.097 -23.008
O: 2.496 8.415 -23.114
C: 2.537 7.353 -24.033
H: 2.030 13.213 -22.689
H: 3.574 12.993 -21.963
H: 2.196 12.499 -21.178
H: 2.990 9.855 -21.143
H: 4.481 10.625 -21.669
H: 4.536 8.450 -22.695
H: 4.052 9.537 -23.948
H: 3.061 6.567 -23.491
H: 3.129 7.559 -24.924
H: 1.587 6.985 -24.420
C: 8.495 5.493 -29.419
O: 8.361 5.102 -28.058
C: 9.533 4.491 -27.534
C: 9.385 3.884 -26.199
O: 8.897 2.576 -26.218
C: 7.681 2.341 -26.827
H: 7.510 5.785 -29.785
H: 8.753 4.555 -29.910
H: 9.310 6.204 -29.558
H: 10.305 5.257 -27.468
H: 9.880 3.790 -28.292
H: 8.664 4.492 -25.652
H: 10.311 3.976 -25.632
H: 7.725 2.898 -27.763
H: 6.930 2.644 -26.098
H: 7.571 1.282 -27.064
C: -2.907 5.001 -28.978
O: -3.414 4.815 -27.655
C: -4.821 5.123 -27.495
C: -5.684 3.803 -27.701
O: -5.602 3.387 -29.072
C: -6.315 2.149 -29.331
H: -2.758 6.063 -29.176
H: -3.524 4.542 -29.750
H: -1.911 4.558 -28.994
H: -5.150 5.900 -28.184
H: -5.010 5.540 -26.505
H: -6.724 4.083 -27.532
H: -5.302 3.066 -26.995
H: -7.290 2.199 -28.848
H: -5.704 1.371 -28.873
H: -6.491 2.022 -30.399
C: 0.969 0.623 -24.241
O: 0.115 -0.139 -25.009
C: 0.776 -1.065 -25.850
C: -0.240 -1.775 -26.817
O: -1.243 -2.540 -26.090
C: -2.197 -3.131 -26.958
H: 0.503 1.173 -23.424
H: 1.385 1.491 -24.753
H: 1.710 -0.055 -23.818
H: 1.204 -1.843 -25.218
H: 1.632 -0.694 -26.413
H: 0.403 -2.375 -27.460
H: -0.624 -1.007 -27.488
H: -2.997 -3.685 -26.466
H: -1.729 -3.776 -27.702
H: -2.760 -2.360 -27.484
C: -5.950 12.323 -25.950
O: -4.610 11.931 -26.033
C: -4.064 11.365 -24.914
C: -2.826 10.511 -25.291
O: -3.293 9.513 -26.189
C: -2.282 8.605 -26.653
H: -6.654 11.513 -26.143
H: -6.198 13.164 -26.597
H: -6.236 12.724 -24.978
H: -4.860 10.726 -24.532
H: -3.799 12.109 -24.163
H: -2.391 10.043 -24.408
H: -2.159 11.129 -25.893
H: -1.602 9.121 -27.330
H: -2.865 7.946 -27.296
H: -1.868 7.984 -25.859
C: -2.084 2.351 -31.726
C: -3.219 1.542 -31.177
C: -2.684 1.187 -29.802
O: -1.375 0.910 -30.099
C: -0.854 1.716 -31.137
H: -2.135 3.390 -31.403
H: -2.254 2.158 -32.785
H: -3.286 0.565 -31.656
H: -4.147 2.114 -31.168
H: -3.166 0.342 -29.309
H: -2.745 2.026 -29.109
H: -0.412 1.073 -31.898
H: -0.034 2.358 -30.815
C: 5.831 2.023 -31.815
C: 4.886 2.644 -30.879
C: 3.819 1.590 -30.574
O: 4.439 0.320 -30.875
C: 5.771 0.594 -31.296
H: 6.796 2.527 -31.760
H: 5.454 2.110 -32.834
H: 4.398 3.548 -31.243
H: 5.448 2.865 -29.972
H: 2.964 1.636 -31.249
H: 3.442 1.640 -29.553
H: 6.070 -0.158 -32.026
H: 6.454 0.476 -30.455
C: 6.215 8.290 -26.196
C: 5.257 9.451 -26.489
C: 5.375 9.669 -27.993
O: 6.060 8.527 -28.475
C: 7.080 8.145 -27.490
H: 5.642 7.382 -26.011
H: 6.735 8.480 -25.256
H: 5.653 10.348 -26.013
H: 4.238 9.277 -26.145
H: 5.894 10.593 -28.250
H: 4.394 9.728 -28.464
H: 7.899 8.854 -27.606
H: 7.491 7.156 -27.694

# 2
The following is a DFT calculation (ωB97M-V with the def2-TZVPD basis set) of a structure of composition C21H37AlBe2Br3F5N3O7PS2.

The calculation puts the LUMO energy at -11.040 eV. The calculation puts the total energy at -303220.4230 eV. As for the net charge: +2. The highest occupied orbital energy comes out at -12.258 eV. The maximum force is 0.1021 Eh/bohr. The gap between HOMO and LUMO comes out at 0.0448 hartree.

Positions of all 82 atoms, in Å:
C: -3.160 0.085 3.872
C: -2.990 -0.298 2.731
P: -2.707 -0.656 0.940
Br: -3.244 -2.805 0.662
C: -3.922 0.445 0.000
C: -3.548 0.762 -1.422
C: -3.845 2.107 -1.860
C: -0.913 -0.314 0.636
C: -0.425 -0.461 -0.869
C: 0.831 -1.469 -0.923
C: 1.975 -0.912 -1.902
S: 1.276 -0.448 -3.539
C: 0.932 1.325 -3.634
N: 1.846 2.263 -3.992
N: 1.296 3.509 -4.003
C: -0.009 3.274 -3.643
O: -0.305 1.963 -3.382
H: -3.610 0.378 4.855
H: -4.075 1.386 0.607
H: -5.024 -0.173 -0.056
H: -3.115 0.051 -2.171
H: -3.603 3.002 -1.231
H: -4.412 2.320 -2.822
H: -0.563 0.684 1.044
H: -0.326 -1.124 1.258
H: -0.005 0.544 -1.175
H: -1.195 -0.857 -1.581
H: 1.337 -1.582 0.082
H: 0.522 -2.463 -1.358
H: 2.550 -0.073 -1.419
H: 2.662 -1.789 -2.082
H: -0.705 4.150 -3.606
C: -0.076 2.377 5.759
S: -1.332 3.469 5.061
O: -1.289 3.307 3.579
C: -0.496 5.014 5.462
H: -0.381 1.346 5.584
H: 0.886 2.556 5.275
H: 0.004 2.552 6.833
H: 0.516 5.032 4.983
H: -0.400 5.109 6.545
H: -1.093 5.841 5.078
Br: -5.546 -1.682 -0.013
F: 4.269 -2.719 -4.077
Al: 5.568 -1.537 -4.009
F: 7.006 -2.281 -3.343
F: 5.071 -0.200 -2.984
F: 5.903 -0.947 -5.618
Be: -1.061 -2.102 2.329
C: -5.767 4.318 5.629
C: -4.544 4.399 6.522
O: -3.859 5.630 6.313
H: -5.480 4.403 4.578
H: -6.297 3.374 5.774
H: -6.454 5.141 5.839
H: -3.851 3.588 6.294
H: -4.826 4.325 7.576
H: -4.471 6.346 6.524
C: 9.580 -3.228 -0.925
O: 8.888 -3.980 -1.895
H: 9.603 -3.793 0.005
H: 10.605 -3.041 -1.263
H: 9.063 -2.275 -0.760
H: 8.879 -3.457 -2.713
Br: -3.466 4.490 -3.019
C: 2.866 -3.685 -7.276
C: 4.340 -3.475 -7.450
O: 4.629 -4.208 -8.629
C: 3.485 -4.181 -9.370
O: 3.428 -4.458 -10.524
O: 2.413 -3.791 -8.622
F: 5.031 -4.013 -6.424
H: 2.634 -4.609 -6.740
H: 2.385 -2.852 -6.763
H: 4.633 -2.431 -7.585
Be: 1.985 5.354 4.766
C: -4.879 -5.485 4.032
C: -3.513 -4.960 3.777
N: -2.455 -4.557 3.577
H: -4.829 -6.552 4.249
H: -5.321 -4.968 4.884
H: -5.506 -5.328 3.154